Below is C5H5NO2 in the gas phase at a distorted geometry, with properties calculated with ωB97M-V with the def2-TZVPD basis set.

```
! wB97M-V def2-TZVPD RIJCOSX def2/J DEFGRID3
* xyz 0 1
O 0.16888 1.53362 -2.29367
C -0.23611 1.43032 -1.16503
O -0.74376 2.52615 -0.51747
C -0.10226 0.25361 -0.43348
C 0.64731 -0.77299 -0.79999
C 0.68612 -1.65493 0.35417
C -0.10351 -1.14472 1.40505
N -0.45473 0.10089 0.92128
H -0.81227 2.51065 0.55701
H 1.34861 -0.92241 -1.62965
H 1.30618 -2.55158 0.26878
H -0.07144 -1.51697 2.42851
H -1.63305 0.20836 0.90448
*
```

strongest force on any atom	6.58	eV/A
gap between HOMO and LUMO	9.67	eV
lowest unoccupied orbital energy	0.34	eV
relative energy (zero: lowest compared OMol25 entry of this formula, charge and spin)	1.8612	eV
SMILES	O=C(O)c1ccc[nH]1